Record 1
This record from the OMol25 dataset describes a molecular structure, C47H64AsBaBrNP3Se. The level of theory is wB97M-V/def2-TZVPD.

For the lowest unoccupied orbital energy, the calculation gives 0.0062 hartree. The value obtained for the HOMO energy is -7.48 eV. Its HOMO-LUMO gap is 7.65 eV.

XYZ file:
```
119
Properties=species:S:1:pos:R:3:mulliken_charge:R:1
Ba -0.8603 0.6901 -0.0989 0.920
C -0.4107 3.5825 1.8568 -0.495
C -1.6837 3.8309 1.3633 -0.383
C -2.7824 3.1725 1.9050 -0.556
C -2.6018 2.2561 2.9369 -0.217
C -1.3264 1.9945 3.4178 -0.464
C -0.2306 2.6614 2.8808 0.242
H 0.4414 4.0959 1.4345 0.364
H -1.8168 4.5528 0.5673 0.323
H -3.7776 3.3852 1.5325 0.363
H -3.4521 1.7493 3.3713 0.289
H -1.1859 1.2768 4.2158 0.473
H 0.7628 2.4738 3.2661 0.267
Br -1.7493 -2.1590 -0.8260 -0.597
Se 3.3541 4.0730 -1.4767 -0.242
C 1.8251 3.2343 -1.1303 -0.488
N 0.8265 2.6800 -0.8888 -0.103
C -5.6751 -0.0649 3.5910 -1.386
C -5.5923 0.5162 2.1836 -0.788
As -4.1362 -0.2963 1.1244 0.595
C -4.5094 0.6215 -0.5806 1.225
C -5.9060 0.4551 -1.1658 -1.478
C -4.9629 -2.0419 0.7690 -0.657
C -4.4193 -3.1311 1.6870 -1.165
H -6.4177 0.4592 4.1945 0.367
H -4.7174 -0.0050 4.1141 0.296
H -5.9603 -1.1169 3.5623 0.374
H -5.4238 1.5948 2.2174 0.393
H -6.5372 0.3608 1.6592 0.554
H -3.7650 0.2332 -1.2839 -0.964
H -4.2869 1.6827 -0.4219 0.022
H -6.1221 -0.5925 -1.3760 0.244
H -6.0062 1.0057 -2.1044 0.465
H -6.6754 0.8281 -0.4894 0.382
H -4.7320 -2.2856 -0.2679 0.338
H -6.0469 -1.9369 0.8613 0.475
H -3.3435 -3.2366 1.5477 0.192
H -4.8831 -4.0936 1.4654 0.406
H -4.6049 -2.9089 2.7393 0.266
C -1.3796 -1.1916 -4.7015 -1.568
C -2.4066 -0.0793 -4.4812 0.332
C -3.6934 -0.6885 -3.9242 -1.351
P -1.7512 1.2863 -3.3948 1.530
C -3.1644 2.4961 -3.4676 1.656
C -3.5847 2.9668 -4.8585 -1.693
C -2.9665 3.6675 -2.5017 -1.722
C -0.3932 1.9800 -4.4629 0.764
C 0.9129 1.2367 -4.1558 -1.228
C -0.1440 3.4768 -4.2669 -1.654
H -1.8551 -2.0203 -5.2306 0.483
H -1.0143 -1.5801 -3.7480 0.177
H -0.5356 -0.8619 -5.3037 0.381
H -2.6237 0.3791 -5.4524 0.411
H -3.5002 -1.1830 -2.9703 0.076
H -4.0601 -1.4485 -4.6177 0.558
H -4.4929 0.0405 -3.7932 0.193
H -3.9897 1.9069 -3.0584 -1.069
H -2.7754 3.4814 -5.3764 0.220
H -4.4218 3.6646 -4.7825 0.500
H -3.9089 2.1367 -5.4860 0.379
H -2.2151 4.3723 -2.8514 0.366
H -2.6539 3.3239 -1.5118 0.223
H -3.9054 4.2134 -2.3823 0.495
H -0.6818 1.7967 -5.5045 0.546
H 1.2771 1.5190 -3.1675 -0.001
H 1.6810 1.5181 -4.8800 0.523
H 0.8117 0.1545 -4.1742 0.015
H 0.0336 3.7077 -3.2159 0.091
H -0.9606 4.0977 -4.6312 0.370
H 0.7575 3.7617 -4.8130 0.467
C 2.2731 -1.9240 2.4986 -2.087
P 1.8659 -0.3203 1.6967 0.891
C 2.6076 -0.4334 0.0295 1.882
C 1.8871 -1.2415 -0.8574 -1.191
C 2.2779 -1.3665 -2.1811 -0.678
C 3.3839 -0.6645 -2.6407 -0.794
C 4.0988 0.1432 -1.7695 -0.756
C 3.7226 0.2534 -0.4384 -0.758
C 2.7802 0.9607 2.6086 0.956
C 3.0055 0.8396 3.9793 -1.077
C 3.5187 1.9055 4.7054 -0.638
C 3.8125 3.1052 4.0737 -0.775
C 3.5810 3.2398 2.7117 -0.567
C 3.0569 2.1809 1.9880 0.270
P 4.0071 -2.2633 3.0910 0.171
C 3.8214 -4.0508 3.4703 0.725
C 4.7538 -5.0010 3.0593 -0.467
C 4.6322 -6.3282 3.4487 -0.640
C 3.5777 -6.7284 4.2542 -0.455
C 2.6492 -5.7889 4.6809 -0.659
C 2.7774 -4.4629 4.3005 -0.570
C 4.9357 -2.2964 1.5206 0.594
C 4.5456 -3.0365 0.4031 0.141
C 5.3023 -3.0116 -0.7542 -0.773
C 6.4609 -2.2435 -0.8110 -0.505
C 6.8562 -1.5008 0.2885 -0.665
C 6.0937 -1.5287 1.4509 -0.577
H 1.9317 -2.6951 1.8014 0.752
H 1.6194 -2.0038 3.3717 0.715
H 1.0166 -1.7967 -0.5168 0.529
H 1.7055 -2.0000 -2.8474 0.349
H 3.6806 -0.7358 -3.6791 0.448
H 4.9528 0.7049 -2.1240 0.403
H 4.3054 0.8797 0.2232 0.566
H 2.7867 -0.0871 4.4926 0.307
H 3.6935 1.7933 5.7673 0.429
H 4.2159 3.9328 4.6419 0.397
H 3.8010 4.1677 2.2000 0.478
H 2.8568 2.3225 0.9339 -0.466
H 5.5828 -4.7073 2.4288 0.352
H 5.3657 -7.0516 3.1171 0.385
H 3.4810 -7.7638 4.5522 0.375
H 1.8266 -6.0886 5.3169 0.387
H 2.0534 -3.7425 4.6626 0.251
H 3.6486 -3.6435 0.4410 0.452
H 4.9871 -3.5832 -1.6170 0.399
H 7.0487 -2.2212 -1.7196 0.394
H 7.7543 -0.8991 0.2445 0.414
H 6.3960 -0.9474 2.3139 0.362
```

***

Record 2
This record from the OMol25 dataset describes a single C6H9N molecule. The level of theory is wB97M-V/def2-TZVPD.

For the lowest unoccupied orbital energy, the calculation gives 0.0379 hartree. As for the SMILES: C1=NCC2(C1)CC2. The value obtained for the HOMO energy is -9.42 eV. Its HOMO-LUMO gap is 10.45 eV.

XYZ file:
```
16
Properties=species:S:1:pos:R:3:mulliken_charge:R:1
C 0.2714 -0.9851 0.9292 -0.593
C 0.5825 -1.6817 -0.3538 -0.136
N -0.3191 -1.5343 -1.2472 -0.530
C -1.2042 -0.4250 -0.7914 -0.699
C -0.2565 0.2600 0.1888 0.802
C -0.1391 1.6027 0.8077 -0.590
C 0.6653 1.3064 -0.4256 -0.788
H 1.0179 -0.7901 1.7007 0.354
H -0.5362 -1.5801 1.4162 0.247
H 1.5368 -2.1477 -0.5583 0.381
H -2.1343 -0.7488 -0.3081 0.258
H -1.4810 0.1504 -1.6804 0.367
H 0.4465 1.5873 1.7241 0.224
H -0.9459 2.3194 0.7843 0.246
H 0.3080 1.7705 -1.3485 0.216
H 1.7510 1.2390 -0.3946 0.241
```

***

Record 3
This record from the OMol25 dataset describes a single C5H11NO molecule. The level of theory is wB97M-V/def2-TZVPD.

For the lowest unoccupied orbital energy, the calculation gives 0.0331 hartree. The value obtained for the HOMO energy is -7.54 eV. Its HOMO-LUMO gap is 8.44 eV.

XYZ file:
```
18
Properties=species:S:1:pos:R:3:mulliken_charge:R:1
C -1.7979 -0.2376 -1.2231 -1.384
C -0.3923 0.2599 -1.0075 0.309
C -0.0834 1.7056 -0.8822 -0.478
N -0.1192 0.8549 0.2995 -0.385
C 1.1444 0.5665 0.9051 -0.432
C 1.1048 -1.9663 0.9040 -0.743
O 0.9482 -0.5424 1.8006 -0.360
H -1.9101 -1.2440 -0.8054 0.292
H -2.0406 -0.2812 -2.2903 0.330
H -2.5158 0.4249 -0.7288 0.336
H 0.3993 -0.3770 -1.4000 0.381
H -0.8752 2.4493 -0.9344 0.247
H 0.8921 2.0466 -1.2286 0.284
H 1.9261 0.2087 0.2265 0.466
H 1.4757 1.4250 1.4981 0.333
H 0.0824 -2.3562 1.0825 0.171
H 1.7252 -2.4869 1.6542 0.226
H 0.0361 -0.4499 2.1298 0.407
```

***

Record 4
This record from the OMol25 dataset describes 2 unconnected molecules or ions with the total composition C3H9NO at a distorted geometry. The level of theory is wB97M-V/def2-TZVPD.

As for the multiplicity: 2. For the lowest unoccupied orbital energy (alpha / beta), the calculation gives 0.0974 / 0.0969 hartree. As for the expectation value of S²: 0.7541. Its charge is -1. The value obtained for the HOMO energy (alpha / beta) is 0.78 / -2.18 eV. Its HOMO-LUMO gap (alpha / beta) is 1.87 / 4.81 eV.

XYZ file:
```
14
Properties=species:S:1:pos:R:3:mulliken_charge:R:1
N -2.0405 0.5470 0.5884 -0.839
C -1.6315 -0.0453 1.8869 -0.914
C 0.4689 0.8821 2.9772 -0.758
C -0.1852 -0.1337 2.2297 -0.524
H -2.0303 1.5587 0.5781 0.293
H -1.6214 0.2397 -0.2761 0.288
H -2.0875 -1.0516 1.9015 0.272
H -2.1340 0.5710 2.6360 0.397
H 1.2458 0.6093 3.6918 0.194
H -0.0142 1.8570 3.0595 0.275
H 0.4295 -0.8177 1.6298 0.319
H 3.1697 -0.3692 -6.4438 0.317
H 3.2027 -1.3593 -5.2569 0.331
O 2.7468 -1.1586 -6.0863 -0.650
```

***

Record 5
This record from the OMol25 dataset describes 2 unconnected molecules or ions with the total composition C4H12NOPS at a distorted geometry. The level of theory is wB97M-V/def2-TZVPD.

For the lowest unoccupied orbital energy, the calculation gives 0.0282 hartree. As for the SMILES: CNP(S)OC.C=C. The value obtained for the HOMO energy is -8.40 eV. Its HOMO-LUMO gap is 9.17 eV.

XYZ file:
```
20
Properties=species:S:1:pos:R:3:mulliken_charge:R:1
C -2.0891 0.9714 2.3153 -0.452
C -1.4110 -0.1450 -1.2419 -0.794
C 2.8007 -0.9988 -1.5024 -0.740
C -1.1154 1.7460 1.7295 -0.725
N 0.0013 -0.0382 -1.2659 -0.334
O 2.5181 -0.0441 -0.5265 -0.369
P 1.0374 0.1462 0.1782 0.411
S 0.5819 -1.8731 1.0499 -0.325
H -1.9560 0.4593 3.2302 0.258
H -3.0336 0.8390 1.8468 0.244
H 0.9093 -1.6710 2.3230 0.136
H -1.8689 -0.4270 -2.1680 0.305
H -1.5880 -0.8773 -0.5117 0.304
H -1.9270 0.8005 -1.0265 0.213
H 1.9418 -1.3100 -1.9608 0.415
H 3.3731 -1.8954 -1.1038 0.220
H 3.2512 -0.4729 -2.3352 0.295
H -0.2185 2.0631 2.1701 0.381
H -1.3094 2.0453 0.7498 0.315
H 0.1023 0.6820 -1.9501 0.243
```

***

Record 6
This record from the OMol25 dataset describes a molecular structure, C3H13O5 at a distorted geometry. The level of theory is wB97M-V/def2-TZVPD.

For the lowest unoccupied orbital energy, the calculation gives 0.1445 hartree. Its charge is -1. The value obtained for the HOMO energy is -5.13 eV. Its HOMO-LUMO gap is 9.06 eV.

XYZ file:
```
21
Properties=species:S:1:pos:R:3:mulliken_charge:R:1
C 0.9581 -1.3932 -0.3703 -0.615
O 0.6546 -1.3512 -1.7895 -0.690
C 1.8204 -0.1205 -0.2052 -0.641
C 1.0176 1.1892 0.1146 -0.415
O 0.8820 1.2503 1.5378 -0.648
H 0.0902 -1.3221 0.1460 0.325
H 1.5959 -2.2000 -0.3133 0.379
H 2.4788 0.1046 -0.9814 0.496
H 2.4525 -0.3133 0.7091 0.302
H 1.6863 2.0739 -0.2077 0.233
H 0.1177 1.2612 -0.3062 0.272
H 0.1723 0.5931 1.8664 0.458
H -1.4712 -0.8985 2.7454 0.243
H -1.6599 0.0921 1.3499 0.394
O -1.1049 -0.0644 2.4401 -0.865
H -1.4867 0.3194 -0.9502 0.456
H -2.8224 0.7876 0.2151 0.248
O -2.2880 0.0507 0.1719 -0.909
H 0.0152 -0.6143 -1.8885 0.480
H -1.9437 0.0483 -2.3489 0.307
O -1.1648 0.5071 -1.9349 -0.809
```

***

Record 7
This record from the OMol25 dataset describes a single C10H15N2OPS molecule at a distorted geometry. The level of theory is wB97M-V/def2-TZVPD.

For the lowest unoccupied orbital energy, the calculation gives -0.0089 hartree. As for the SMILES: SN1CCCCNP1Oc1ccccc1. The value obtained for the HOMO energy is -5.47 eV. Its HOMO-LUMO gap is 5.22 eV.

XYZ file:
```
30
Properties=species:S:1:pos:R:3:mulliken_charge:R:1
O 0.7090 -1.5829 -0.6457 0.056
S -0.3349 -1.4187 2.4777 -0.210
C 4.6153 -0.2497 -0.1617 -0.345
C 4.2698 -1.6025 0.0493 -0.636
C 3.6560 0.7067 -0.5524 -0.827
C 2.9185 -1.9811 -0.1050 -0.216
C 2.3075 0.3193 -0.6828 0.044
C 1.9542 -1.0557 -0.4818 0.520
N -1.2665 0.4570 -1.5834 -0.386
N -1.1919 -0.5709 1.2676 0.151
P -0.5441 -0.5591 -0.3290 -0.622
C -2.0558 1.6345 -1.1663 -0.574
C -2.6680 -0.4137 1.3569 -0.715
C -3.3658 1.3244 -0.4696 -0.749
C -3.2284 1.0001 1.0429 -0.564
H 0.4451 -2.1980 1.6443 0.107
H 5.6641 0.0123 -0.0355 0.347
H 5.0056 -2.3343 0.3427 0.370
H 4.0203 1.7291 -0.6949 0.339
H 2.6048 -3.0302 0.0497 0.347
H 1.5966 1.1011 -0.9675 0.278
H -0.6081 0.6649 -2.3660 0.320
H -1.4250 2.2525 -0.5023 0.313
H -2.2862 2.2240 -2.0306 0.473
H -3.1494 -1.1977 0.7321 0.342
H -2.9655 -0.7095 2.3748 0.476
H -3.8053 0.4458 -0.9364 0.346
H -4.0017 2.1774 -0.5882 0.384
H -4.2495 1.0517 1.4577 0.327
H -2.6211 1.8030 1.5032 0.306
```